{"formula": "C31H46BrIrN3OP2", "method": "the ωB97M-V functional and the def2-TZVPD basis", "fmax_ha_per_bohr": 0.0771, "e_homo_ev": [-16.310, -17.920], "multiplicity": 6, "gap_ev": [4.86, 3.38], "relative_energy_kcal_mol": 47.0, "s_squared": 8.8180, "charge": 4, "elements": ["N", "C", "C", "C", "C", "C", "C", "Ir", "P", "C", "C", "C", "C", "C", "C", "C", "Br", "H", "H", "H", "H", "H", "H", "H", "H", "H", "H", "P", "C", "C", "H", "H", "H", "H", "H", "C", "C", "H", "H", "H", "H", "H", "C", "C", "H", "H", "H", "H", "H", "C", "C", "H", "H", "H", "H", "H", "C", "C", "H", "H", "H", "H", "H", "C", "C", "H", "H", "H", "H", "H", "N", "C", "O", "C", "C", "C", "C", "N", "C", "H", "H", "H", "H", "H", "H"], "positions_angstrom": [[-7.052965, 5.422181, -6.708521], [-6.843168, 6.024641, -5.536189], [-6.039397, 5.470547, -4.531382], [-5.418684, 4.218040, -4.760230], [-5.656388, 3.591284, -6.009698], [-6.476108, 4.240129, -6.943170], [-4.545771, 3.612101, -3.764937], [-0.525234, -0.304097, 0.020141], [5.687750, -0.886046, -1.018095], [-3.676050, 2.598091, -4.045713], [-2.704184, 2.116918, -3.107724], [-1.535533, 1.471602, -3.561912], [-0.589817, 1.031205, -2.645414], [-0.942987, 1.128407, -1.293726], [-1.936121, 1.997790, -0.803948], [-2.880615, 2.412118, -1.737315], [1.776197, 0.573768, -0.516795], [-4.551727, 4.118385, -2.787906], [-3.598883, 2.223409, -5.073210], [-5.890908, 6.022739, -3.606284], [-5.223272, 2.626282, -6.272978], [-7.321980, 6.992546, -5.386266], [-6.662587, 3.788053, -7.918186], [-1.363615, 1.395398, -4.636726], [-3.747985, 2.994979, -1.431866], [0.387668, 0.645647, -2.910281], [-1.970184, 2.285362, 0.245165], [-0.598744, -2.113931, -1.186653], [5.243940, 0.879551, -0.828542], [6.400911, 1.764156, -1.294308], [5.002852, 1.047175, 0.229007], [4.329766, 1.066722, -1.403320], [6.271543, 2.784912, -0.921038], [7.355881, 1.377991, -0.921188], [6.443838, 1.804001, -2.389184], [4.993263, -1.303857, -2.662349], [5.796821, -2.432460, -3.319618], [5.042541, -0.388704, -3.267877], [3.934379, -1.563950, -2.529407], [5.549686, -2.509553, -4.383446], [6.872185, -2.239341, -3.233746], [5.582756, -3.398867, -2.848562], [4.656838, -1.764442, 0.209074], [5.490045, -2.026265, 1.465995], [4.324220, -2.699349, -0.257332], [3.773892, -1.138671, 0.395983], [4.999875, -2.765429, 2.104996], [6.481967, -2.412864, 1.203215], [5.622097, -1.106587, 2.046088], [-0.397671, -3.530395, -0.029425], [-1.538376, -4.534104, 0.089003], [-0.187004, -3.069212, 0.945018], [0.523957, -4.023912, -0.357450], [-2.445505, -4.093226, 0.521818], [-1.801305, -4.997109, -0.871558], [-1.232074, -5.347054, 0.761354], [0.676984, -2.328149, -2.468880], [0.166827, -2.397936, -3.901551], [1.210189, -3.246905, -2.194974], [1.376887, -1.491574, -2.326912], [-0.460619, -3.281623, -4.067762], [-0.402569, -1.502348, -4.178744], [1.020366, -2.468491, -4.584275], [-2.294420, -2.166246, -1.854868], [-3.253957, -1.426845, -0.928764], [-2.566439, -3.221418, -1.978578], [-2.261410, -1.712929, -2.852030], [-3.972158, -0.839039, -1.512518], [-3.820960, -2.111902, -0.282972], [-2.718085, -0.703225, -0.270221], [-1.267293, 2.688927, 5.831543], [-0.973610, 2.550786, 4.499163], [-0.458264, 3.451296, 3.845488], [-1.364824, 1.245429, 3.880991], [-2.187408, 0.288934, 4.489544], [-2.475490, -0.871891, 3.798080], [-1.965953, -1.085786, 2.510784], [-1.168508, -0.150370, 1.919174], [-0.878819, 1.011931, 2.587329], [-0.890374, 3.501496, 6.294118], [-1.496109, 1.901532, 6.414766], [-2.602793, 0.450961, 5.473975], [-3.104554, -1.649546, 4.222954], [-2.202018, -1.976010, 1.918645], [-0.258745, 1.725144, 2.036613]], "forces_ev_per_angstrom": [[1.5, -2.3, 0.4], [-1.2, 2.9, 1.0], [0.7, -1.5, -0.3], [0.6, 0.1, 1.7], [0.1, 0.3, 0.3], [-1.2, 0.0, -2.6], [-0.1, 0.5, -0.5], [2.5, 2.5, -1.7], [-3.1, 0.8, -0.5], [-0.2, 0.3, -0.4], [-0.3, 0.2, -0.2], [0.8, -0.3, 0.1], [-0.6, 0.6, -1.0], [0.2, -1.4, 0.8], [-1.1, 0.6, -1.1], [0.9, 0.1, 1.5], [-1.0, -0.7, 0.3], [0.0, -0.4, -0.5], [0.0, 0.1, 0.5], [-0.2, 0.0, -0.2], [-0.3, 0.3, -0.1], [0.1, -0.1, 0.0], [0.0, 0.0, 0.1], [0.0, -0.1, 0.3], [0.3, -0.3, 0.1], [-0.3, -0.2, -0.2], [-0.3, -0.2, -0.2], [-0.3, -0.9, -0.9], [0.9, 0.1, 0.6], [0.1, 0.4, -0.1], [0.2, 0.0, -0.1], [0.1, -0.3, -0.1], [0.1, -0.2, -0.1], [-0.1, 0.3, -0.1], [0.1, 0.0, 0.2], [1.0, -0.1, -0.4], [-0.1, -0.3, -0.2], [0.1, -0.2, 0.2], [0.2, 0.1, 0.3], [0.1, 0.0, 0.2], [-0.2, -0.1, -0.1], [0.1, 0.2, -0.1], [0.8, -0.6, 0.0], [0.0, -0.1, 0.4], [0.1, 0.1, 0.1], [0.3, 0.0, -0.1], [0.1, 0.2, 0.0], [-0.2, 0.0, 0.2], [0.0, -0.2, -0.1], [0.3, 0.4, 0.2], [-0.3, -0.3, 0.0], [0.1, -0.2, 0.0], [-0.1, 0.0, 0.2], [0.2, -0.1, -0.2], [0.1, 0.1, 0.2], [0.0, 0.2, -0.2], [0.3, 0.1, 0.0], [-0.1, -0.1, -0.3], [0.0, 0.2, -0.2], [-0.2, -0.3, -0.1], [0.1, 0.2, 0.0], [0.1, -0.2, 0.0], [-0.2, 0.0, 0.1], [0.5, -0.3, -0.4], [-0.5, 0.1, 0.3], [0.0, 0.2, -0.1], [0.0, -0.1, 0.2], [0.1, -0.1, 0.2], [0.2, 0.2, -0.2], [-0.6, -0.3, -0.2], [0.3, -0.4, -1.0], [0.3, 1.7, 1.2], [-0.5, -1.2, 0.1], [0.2, -0.2, -1.0], [0.5, 0.2, -0.5], [-0.1, -0.9, -0.9], [0.1, 0.9, 0.8], [-1.3, -0.1, 3.1], [-0.5, -1.0, 0.2], [-0.1, 0.1, 0.0], [0.1, 0.1, 0.0], [0.0, 0.0, 0.0], [0.1, 0.2, 0.0], [0.1, 0.3, 0.4], [-0.1, 0.0, 0.6]], "mulliken_charge": [0.026, -0.386, -0.190, 0.380, -0.273, -0.295, 0.218, 0.148, 0.315, -0.601, 1.239, -1.048, -0.559, 0.959, -1.355, -0.678, -0.287, 0.222, 0.217, 0.461, 0.447, 0.430, 0.430, 0.454, 0.307, 0.624, 0.464, 1.046, -0.126, -1.294, 0.525, -0.011, 0.382, 0.390, 0.337, 0.218, -1.238, 0.461, -0.315, 0.384, 0.378, 0.347, 0.121, -1.283, 0.394, -0.073, 0.370, 0.394, 0.358, -0.779, -1.326, 0.496, 0.534, 0.287, 0.363, 0.403, 0.088, -1.443, 0.701, -0.440, 0.428, 0.227, 0.409, -0.891, -0.695, 0.705, 0.538, 0.269, 0.259, 0.086, -0.358, 0.440, -0.589, 0.197, -0.507, -1.073, 0.230, -0.159, -0.076, 0.273, 0.172, 0.429, 0.454, 0.286, 0.628]}